Record 1
This record from the Open Molecules 2025 dataset describes a 9-piece molecular cluster, C16H46F3O11S overall at a distorted geometry. The level of theory is wB97M-V/def2-TZVPD.

Structure (ORCA input):
```
! wB97M-V def2-TZVPD RIJCOSX def2/J DEFGRID3
* xyz -1 1
C -0.227 1.143 0.331
F -0.923 0.052 0.718
F -0.957 2.233 0.519
F 0.864 1.152 1.122
S 0.321 0.898 -1.469
O 1.320 -0.143 -1.393
O -0.941 0.531 -2.101
O 0.801 2.199 -1.953
O -3.086 -0.523 -3.413
H -2.509 -0.618 -4.175
H -2.478 -0.284 -2.686
O -3.150 2.544 -2.055
H -2.811 2.741 -1.176
H -2.543 1.867 -2.399
O 2.854 -2.558 -1.214
H 2.224 -1.825 -1.112
H 3.548 -2.193 -1.771
C -0.760 -3.108 -0.821
C -0.817 -4.281 0.138
C -0.136 -3.941 1.459
O -2.077 -4.919 0.338
H 0.187 -2.575 -0.776
H -1.500 -2.322 -0.657
H -0.861 -3.546 -1.816
H -0.228 -5.129 -0.242
H -0.605 -3.058 1.905
H 0.917 -3.720 1.288
H -0.211 -4.782 2.155
H -2.380 -4.783 1.240
C 3.166 5.101 -1.731
C 3.469 4.140 -0.602
C 2.627 4.308 0.660
O 3.292 2.793 -1.091
H 3.998 4.996 -2.436
H 3.282 6.159 -1.462
H 2.220 4.996 -2.260
H 4.541 4.188 -0.396
H 2.990 5.158 1.247
H 2.713 3.427 1.296
H 1.579 4.483 0.414
H 2.325 2.752 -1.310
C -3.208 -1.764 2.592
C -4.291 -1.814 3.634
C -5.670 -2.125 3.036
O -3.919 -2.869 4.532
H -3.468 -1.218 1.681
H -2.915 -2.746 2.215
H -2.287 -1.288 2.936
H -4.286 -0.888 4.216
H -6.230 -1.305 2.592
H -6.235 -2.700 3.773
H -5.567 -2.855 2.225
H -4.315 -2.717 5.394
C 1.875 -0.964 3.015
C 1.936 -0.723 4.511
C 1.367 -1.910 5.269
O 3.307 -0.589 4.943
H 2.322 -0.230 2.341
H 0.831 -0.916 2.691
H 2.259 -1.941 2.717
H 1.305 0.129 4.789
H 1.556 -1.861 6.342
H 1.901 -2.794 4.906
H 0.300 -2.089 5.127
H 3.770 -0.399 4.120
C 1.355 0.904 -5.118
C 1.027 2.304 -5.531
C -0.363 2.840 -5.185
O 2.030 3.224 -5.096
H 0.577 0.175 -5.352
H 1.475 0.884 -4.030
H 2.307 0.586 -5.545
H 1.030 2.267 -6.631
H -0.498 2.724 -4.106
H -1.091 2.206 -5.696
H -0.423 3.889 -5.457
H 2.196 3.022 -4.163
*
```

Calculated values
HOMO-LUMO gap = 9.73 eV
LUMO level = 2.32 eV



Record 2
This record from the Open Molecules 2025 dataset describes a 5-piece molecular cluster, C16H46N4O5 overall at a distorted geometry. The level of theory is wB97M-V/def2-TZVPD.

Structure (ORCA input):
```
! wB97M-V def2-TZVPD RIJCOSX def2/J DEFGRID3
* xyz -1 2
O 5.341 6.072 -26.923
H 6.142 5.614 -26.668
H 5.188 6.699 -26.216
C 7.149 3.767 -29.051
C 8.258 2.686 -29.452
C 9.457 2.692 -28.514
O 10.193 3.923 -28.776
C 11.272 4.145 -27.933
N 7.603 1.386 -29.791
H 6.743 3.550 -28.063
H 6.311 3.805 -29.747
H 7.634 4.741 -29.111
H 8.689 2.985 -30.407
H 10.068 1.824 -28.759
H 9.024 2.687 -27.514
H 11.106 3.960 -26.872
H 11.553 5.196 -27.986
H 12.137 3.547 -28.217
H 7.457 0.878 -28.931
H 8.340 0.785 -30.133
C -0.339 3.197 -31.454
C 0.112 3.053 -29.962
C 1.486 3.639 -29.639
O 1.828 3.497 -28.210
C 2.924 4.220 -27.743
N -0.970 3.603 -29.195
H 0.315 2.565 -32.054
H -0.240 4.248 -31.727
H -1.347 2.817 -31.617
H 0.110 2.006 -29.661
H 1.473 4.695 -29.907
H 2.288 3.293 -30.293
H 2.851 5.305 -27.805
H 3.807 3.986 -28.338
H 3.124 4.079 -26.680
H -0.850 3.327 -28.231
H -0.922 4.611 -29.229
C 3.099 10.349 -28.003
C 3.942 9.145 -27.461
C 4.072 9.122 -25.957
O 5.287 8.491 -25.607
C 5.597 8.510 -24.222
N 3.547 7.888 -28.050
H 3.579 11.326 -27.955
H 2.035 10.332 -27.763
H 3.118 10.207 -29.083
H 4.954 9.418 -27.761
H 3.168 8.681 -25.537
H 4.035 10.157 -25.616
H 6.566 8.078 -23.972
H 4.951 7.910 -23.582
H 5.498 9.548 -23.902
H 4.031 7.094 -27.656
H 3.680 7.772 -29.045
C 9.607 6.084 -25.015
C 8.745 4.856 -24.782
C 7.787 5.000 -23.585
O 8.493 4.914 -22.372
C 7.597 4.794 -21.284
N 8.031 4.602 -26.018
H 9.078 6.924 -25.466
H 10.317 5.927 -25.827
H 10.149 6.442 -24.140
H 9.407 4.036 -24.504
H 7.069 4.181 -23.611
H 7.226 5.934 -23.614
H 6.825 5.552 -21.150
H 8.060 4.927 -20.306
H 7.129 3.810 -21.254
H 7.478 3.838 -25.656
H 8.725 4.281 -26.677
*
```

Calculated values
Expectation value of S² = 0.750
HOMO-LUMO gap (spin up / spin down) = 1.99 / 9.39 eV
LUMO level (spin up / spin down) = 2.81 / 2.75 eV



Record 3
This record from the Open Molecules 2025 dataset describes C16H47BrO15P4Si2 as an isolated structure at a distorted geometry. The level of theory is wB97M-V/def2-TZVPD.

Structure (ORCA input):
```
! wB97M-V def2-TZVPD RIJCOSX def2/J DEFGRID3
* xyz 0 1
C -2.886 4.098 0.092
C -1.512 3.439 0.299
C -1.044 2.964 -1.078
C -1.713 2.296 1.294
C -0.448 1.473 1.667
C -0.349 0.199 0.800
C 0.856 2.284 1.714
O 1.674 2.149 0.543
Si 3.182 1.549 0.644
O 4.168 2.462 -0.320
Si 5.399 1.865 -1.236
P 5.588 3.037 -3.186
O 4.390 4.148 -3.161
Br 5.094 1.484 -4.750
H -2.773 4.978 -0.546
H -3.546 3.423 -0.453
H -3.339 4.411 1.031
H -0.869 4.221 0.704
H 0.006 2.681 -1.091
H -1.169 3.782 -1.788
H -1.646 2.109 -1.382
H -2.128 2.690 2.222
H -2.430 1.595 0.863
H -0.615 1.124 2.687
H -0.941 0.319 -0.100
H -0.728 -0.655 1.356
H 0.674 -0.047 0.519
H 1.425 1.963 2.591
H 0.641 3.341 1.859
H 3.685 1.497 2.032
H 3.191 0.175 0.092
H 5.259 0.419 -1.498
H 6.669 2.145 -0.538
H 4.456 4.673 -3.964
C -3.790 4.434 6.988
O -3.614 3.029 7.233
P -3.988 2.078 5.974
O -3.489 2.770 4.780
O -5.609 2.299 6.240
C -6.177 2.244 7.546
O -4.261 0.584 5.423
C -4.650 -0.495 6.289
H -3.863 4.899 7.969
H -2.932 4.831 6.452
H -4.700 4.619 6.420
H -6.417 3.253 7.887
H -5.512 1.782 8.276
H -7.097 1.663 7.487
H -5.684 -0.365 6.612
H -3.999 -0.573 7.160
H -4.569 -1.412 5.713
C 9.286 -3.467 -4.521
O 8.036 -2.754 -4.577
P 6.788 -3.566 -4.001
O 7.195 -4.216 -2.751
O 6.581 -4.595 -5.246
C 6.753 -4.179 -6.603
O 5.187 -3.427 -3.708
C 4.237 -2.774 -4.545
H 9.939 -2.983 -5.244
H 9.711 -3.390 -3.525
H 9.152 -4.514 -4.787
H 7.696 -4.569 -6.989
H 6.755 -3.095 -6.712
H 5.933 -4.593 -7.187
H 4.114 -3.353 -5.463
H 4.560 -1.770 -4.773
H 3.281 -2.715 -4.031
C -4.238 -3.630 0.673
O -3.297 -3.642 -0.417
P -3.179 -2.263 -1.198
O -3.168 -1.101 -0.319
O -4.603 -2.361 -2.007
C -5.147 -3.597 -2.458
O -2.269 -1.983 -2.462
C -2.020 -2.995 -3.452
H -4.486 -4.670 0.869
H -3.780 -3.186 1.552
H -5.138 -3.079 0.406
H -5.981 -3.888 -1.817
H -4.414 -4.404 -2.460
H -5.517 -3.451 -3.472
H -2.913 -3.156 -4.056
H -1.706 -3.935 -2.998
H -1.220 -2.630 -4.088
*
```

Calculated values
HOMO-LUMO gap = 8.10 eV
LUMO level = -0.36 eV



Record 4
This record from the Open Molecules 2025 dataset describes a 8-piece molecular cluster, C16H47NO7P2 overall at a distorted geometry. The level of theory is wB97M-V/def2-TZVPD.

Structure (ORCA input):
```
! wB97M-V def2-TZVPD RIJCOSX def2/J DEFGRID3
* xyz 0 1
C 4.535 0.653 -2.431
C 3.498 -0.239 -2.833
P 1.931 -1.179 -3.489
P 0.213 -0.299 -2.472
N -0.893 0.246 -3.520
H 5.197 1.628 -2.243
H 1.811 -0.834 -4.899
H -0.335 -1.250 -1.536
H 0.690 0.825 -1.710
H -0.963 1.280 -3.315
C 0.919 -2.913 -6.974
C -0.585 -3.077 -7.052
O -1.118 -3.285 -5.753
H 1.380 -3.799 -6.526
H 1.346 -2.756 -7.968
H 1.183 -2.061 -6.338
H -0.843 -3.942 -7.670
H -1.055 -2.190 -7.487
H -0.890 -2.508 -5.214
C -4.138 -3.905 -7.383
C -4.359 -5.238 -8.068
O -3.149 -5.683 -8.664
H -3.787 -3.157 -8.101
H -5.063 -3.546 -6.923
H -3.369 -3.990 -6.609
H -5.112 -5.143 -8.856
H -4.698 -5.995 -7.355
H -2.488 -5.771 -7.955
C -1.488 -0.844 2.818
C -1.231 -1.003 1.334
O 0.165 -1.074 1.088
H -1.004 0.061 3.198
H -2.561 -0.784 3.024
H -1.069 -1.688 3.376
H -1.632 -0.148 0.782
H -1.702 -1.914 0.949
H 0.511 -1.841 1.576
C 3.612 -4.318 3.786
C 3.100 -2.896 3.689
O 1.871 -2.870 2.980
H 3.757 -4.744 2.788
H 4.563 -4.354 4.327
H 2.888 -4.956 4.303
H 3.817 -2.266 3.153
H 2.941 -2.467 4.683
H 1.239 -3.425 3.468
C -0.872 3.492 4.759
C -0.401 2.690 5.954
O -0.215 1.332 5.584
H -1.811 3.086 4.369
H -1.025 4.541 5.028
H -0.140 3.440 3.945
H -1.145 2.726 6.756
H 0.544 3.081 6.342
H 0.453 1.309 4.878
C 4.190 3.446 5.025
C 3.326 4.663 5.281
O 2.632 4.516 6.511
H 3.577 2.539 4.993
H 4.729 3.542 4.078
H 4.917 3.311 5.832
H 2.587 4.782 4.483
H 3.933 5.573 5.327
H 3.297 4.419 7.213
C -3.272 5.878 0.764
C -2.801 5.076 1.959
O -2.615 3.717 1.590
H -4.211 5.472 0.374
H -3.425 6.926 1.033
H -2.540 5.826 -0.049
H -3.545 5.112 2.761
H -1.856 5.467 2.347
H -1.947 3.695 0.883
*
```

Calculated values
HOMO-LUMO gap = 8.29 eV
LUMO level = -0.06 eV
SMILES = C#CP[PH2]=N.CCO.CCO.CCO.CCO.CCO.CCO.CCO



Record 5
This record from the Open Molecules 2025 dataset describes a 7-piece molecular cluster, C16H48N10O9 overall at a distorted geometry. The level of theory is wB97M-V/def2-TZVPD.

Structure (ORCA input):
```
! wB97M-V def2-TZVPD RIJCOSX def2/J DEFGRID3
* xyz 0 1
C 10.548 15.356 -16.771
O 9.175 15.093 -16.610
C 8.874 14.079 -15.678
C 7.407 14.164 -15.290
N 6.522 13.697 -16.355
C 5.101 13.845 -15.993
C 4.584 12.866 -14.974
O 5.114 13.158 -13.692
C 5.058 12.068 -12.771
H 10.966 14.633 -17.481
H 11.131 15.293 -15.842
H 10.685 16.372 -17.140
H 9.404 14.316 -14.736
H 9.196 13.076 -15.980
H 7.237 15.198 -14.967
H 7.290 13.539 -14.405
H 6.673 14.303 -17.154
H 4.546 13.693 -16.924
H 4.855 14.879 -15.703
H 4.832 11.841 -15.268
H 3.496 12.996 -14.928
H 5.013 12.505 -11.773
H 5.971 11.482 -12.878
H 4.136 11.498 -12.901
C 2.928 15.752 -12.393
O 1.877 16.665 -12.281
C 1.925 17.702 -13.238
C 0.937 18.766 -12.842
N -0.428 18.399 -13.163
C -1.339 19.463 -12.675
C -2.781 19.125 -12.979
O -3.108 17.896 -12.393
C -4.469 17.579 -12.528
H 2.657 15.032 -13.186
H 3.082 15.127 -11.512
H 3.888 16.212 -12.623
H 1.707 17.235 -14.212
H 2.922 18.146 -13.364
H 1.171 19.628 -13.474
H 1.124 19.012 -11.790
H -0.728 17.575 -12.648
H -1.082 20.354 -13.253
H -1.221 19.601 -11.593
H -2.922 19.113 -14.069
H -3.406 19.951 -12.606
H -4.632 16.643 -11.997
H -4.744 17.438 -13.580
H -5.112 18.350 -12.090
C 5.202 18.814 -11.223
O 4.806 19.636 -10.421
N 5.526 17.515 -10.921
N 5.445 19.109 -12.559
H 5.683 16.830 -11.652
H 5.186 17.213 -10.025
H 5.229 20.030 -12.887
H 5.982 18.463 -13.109
C 9.682 15.654 -11.348
O 9.181 15.180 -12.380
N 9.543 15.010 -10.158
N 10.354 16.833 -11.336
H 9.360 14.013 -10.212
H 9.958 15.388 -9.325
H 11.063 16.945 -10.633
H 10.468 17.326 -12.222
C 8.985 11.790 -11.654
O 8.999 12.236 -10.514
N 9.150 10.457 -11.916
N 8.811 12.596 -12.750
H 9.463 9.931 -11.123
H 9.093 10.103 -12.851
H 8.885 13.597 -12.594
H 8.860 12.184 -13.663
C 9.841 18.250 -14.673
O 10.362 18.702 -13.657
N 9.995 18.867 -15.889
N 9.150 17.069 -14.737
H 10.704 19.566 -15.993
H 9.485 18.510 -16.675
H 9.007 16.639 -15.634
H 8.982 16.553 -13.888
O 6.346 15.593 -12.908
H 7.251 15.368 -12.660
H 5.870 14.750 -12.903
*
```

Calculated values
HOMO-LUMO gap = 9.03 eV
LUMO level = 0.41 eV
SMILES = COCCNCCOC.COCCNCCOC.NC(N)=O.NC(N)=O.NC(N)=O.NC(N)=O.O



Record 6
This record from the Open Molecules 2025 dataset describes a 8-piece molecular cluster, C16H48O16 overall at a distorted geometry. The level of theory is wB97M-V/def2-TZVPD.

Structure (ORCA input):
```
! wB97M-V def2-TZVPD RIJCOSX def2/J DEFGRID3
* xyz 0 1
C -2.301 1.399 -3.193
C -2.931 2.434 -2.301
O -3.205 3.632 -2.992
O -1.137 1.927 -3.816
H -2.949 1.168 -4.039
H -2.112 0.490 -2.612
H -2.163 2.600 -1.548
H -3.864 2.059 -1.901
H -2.419 3.877 -3.499
H -0.612 2.528 -3.281
C 0.617 -1.312 -5.878
C 0.118 -1.453 -4.492
O 1.192 -1.730 -3.568
O 1.569 -0.267 -6.046
H -0.160 -1.018 -6.591
H 1.016 -2.287 -6.246
H -0.633 -2.219 -4.403
H -0.265 -0.505 -4.152
H 1.421 -2.665 -3.560
H 2.141 -0.292 -5.271
C 0.497 4.917 -0.895
C -0.800 4.691 -0.175
O -0.833 3.362 0.386
O 0.513 3.996 -1.954
H 1.474 4.834 -0.356
H 0.492 5.921 -1.295
H -1.616 4.822 -0.871
H -0.818 5.458 0.610
H -1.729 3.074 0.532
H 0.958 3.183 -1.640
C -1.939 -0.858 4.199
C -2.611 -0.279 2.958
O -2.351 -1.014 1.784
O -2.087 -2.282 4.316
H -2.379 -0.460 5.110
H -0.865 -0.624 4.268
H -2.277 0.757 2.858
H -3.703 -0.227 3.006
H -1.419 -0.812 1.518
H -2.270 -2.579 3.406
C 2.208 2.590 2.734
C 3.255 1.628 2.353
O 3.422 1.591 0.964
O 0.905 2.084 2.268
H 2.516 3.548 2.282
H 2.178 2.737 3.825
H 3.015 0.646 2.820
H 4.226 1.963 2.748
H 2.578 1.673 0.519
H 0.354 2.852 2.046
C 0.872 0.163 -1.157
C 1.063 -0.701 0.034
O 0.132 -0.413 1.068
O 0.942 1.547 -0.749
H -0.084 0.009 -1.657
H 1.693 0.001 -1.848
H 2.081 -0.636 0.428
H 0.939 -1.780 -0.194
H 0.475 0.408 1.499
H 0.109 1.900 -0.431
C -1.665 -3.618 -0.802
C -2.186 -4.213 0.462
O -2.350 -5.686 0.221
O -2.466 -3.891 -1.915
H -0.649 -4.049 -0.924
H -1.572 -2.562 -0.688
H -3.155 -3.796 0.654
H -1.535 -3.974 1.301
H -3.197 -5.942 0.595
H -2.945 -4.720 -1.793
C 3.085 -1.913 4.234
C 3.494 -2.268 2.805
O 2.880 -3.460 2.373
O 1.662 -2.111 4.381
H 3.325 -0.867 4.429
H 3.617 -2.541 4.968
H 4.537 -2.563 2.720
H 3.318 -1.432 2.103
H 1.915 -3.427 2.344
H 1.449 -3.019 4.607
*
```

Calculated values
HOMO-LUMO gap = 10.15 eV
LUMO level = 0.24 eV
SMILES = OCCO.OCCO.OCCO.OCCO.OCCO.OCCO.OCCO.OCCO



Q: Number 2 is which compound?
A: C16H46N4O5



Q: Number 3 is which compound?
A: C16H47BrO15P4Si2